Entry 1:
Entry from OMol25: a molecular structure, C22H70BN19NbO13 in a non-equilibrium geometry (ωB97M-V with the def2-TZVPD basis set).

The HOMO energy is -3.8 eV. The LUMO energy comes out at 1.45 eV. The value obtained for the total energy is -2980.70500 Eh. The charge is -1.

CARTESIAN COORDINATES (ANGSTROEM)
C1 1.369 -0.201 3.592
C2 2.240 -0.929 2.524
B1 2.331 -0.050 1.214
O1 3.289 0.935 1.140
Nb1 0.901 -0.295 -0.580
C3 2.161 -2.181 -1.120
C4 3.540 -1.902 -1.725
C5 4.722 -2.481 -0.937
O2 4.448 -3.746 -0.383
C6 4.364 -3.811 1.027
C7 -0.201 -0.506 -2.576
C8 -0.027 0.722 -3.511
C9 -0.780 1.991 -3.086
O3 -0.039 3.196 -3.215
C10 0.423 3.783 -2.003
C11 -0.481 -1.654 0.607
C12 -1.975 -1.320 0.509
O4 -2.377 -0.493 1.616
C13 -2.825 -2.595 0.525
N1 -4.245 -2.412 0.298
H1 0.647 -0.878 4.038
H2 1.978 0.266 4.357
H3 0.778 0.580 3.118
H4 3.241 -1.078 2.926
H5 1.818 -1.913 2.352
H6 3.618 0.971 0.233
H7 -0.073 1.194 -0.128
H8 2.137 0.845 -1.416
H9 2.223 -2.788 -0.222
H10 1.546 -2.728 -1.836
H11 3.577 -2.377 -2.709
H12 3.712 -0.840 -1.904
H13 5.076 -1.769 -0.187
H14 5.549 -2.617 -1.641
H15 5.169 -4.426 1.429
H16 3.429 -4.294 1.306
H17 4.367 -2.830 1.496
H18 0.267 -1.334 -3.104
H19 -1.280 -0.614 -2.454
H20 -0.419 0.433 -4.493
H21 1.024 0.957 -3.649
H22 -1.230 1.882 -2.101
H23 -1.599 2.107 -3.803
H24 1.363 3.331 -1.694
H25 -0.299 3.677 -1.195
H26 0.605 4.838 -2.201
H27 -0.258 -1.737 1.672
H28 -0.321 -2.655 0.194
H29 -2.228 -0.728 -0.369
H30 -2.358 -1.049 2.405
H31 -2.698 -3.031 1.516
H32 -2.410 -3.291 -0.203
H33 -4.430 -1.829 -0.505
H34 -4.726 -2.078 1.124
C14 -3.989 4.405 -5.518
O5 -5.119 4.702 -5.871
N2 -2.999 4.096 -6.414
N3 -3.607 4.351 -4.212
H35 -2.067 3.848 -6.140
H36 -3.237 4.120 -7.387
H37 -4.297 4.564 -3.516
H38 -2.676 4.104 -3.923
C15 3.889 -6.930 3.445
O6 3.968 -5.793 3.874
N4 2.868 -7.359 2.655
N5 4.842 -7.881 3.732
H39 2.776 -8.296 2.306
H40 2.159 -6.690 2.418
H41 5.611 -7.599 4.309
H42 4.804 -8.821 3.388
C16 3.003 6.508 -3.570
O7 2.301 6.254 -2.602
N6 2.969 5.715 -4.682
N7 3.878 7.554 -3.607
H43 3.561 5.846 -5.480
H44 2.346 4.927 -4.664
H45 3.939 8.153 -2.806
H46 4.463 7.753 -4.394
C17 -7.134 -1.535 2.822
O8 -5.937 -1.767 2.809
N8 -7.764 -0.954 1.749
N9 -7.943 -1.822 3.879
H47 -8.743 -0.745 1.733
H48 -7.198 -0.727 0.953
H49 -7.513 -2.241 4.682
H50 -8.934 -1.636 3.893
C18 0.812 -10.418 3.111
O9 1.037 -9.678 2.170
N10 1.264 -11.712 3.149
N11 0.094 -10.011 4.197
H51 1.090 -12.337 3.912
H52 1.788 -12.036 2.359
H53 -0.242 -9.066 4.195
H54 -0.104 -10.598 4.985
C19 5.078 2.300 -4.206
O10 5.262 3.041 -5.165
N12 5.418 0.973 -4.246
N13 4.524 2.714 -3.035
H55 5.256 0.339 -3.485
H56 5.819 0.628 -5.096
H57 4.238 3.673 -2.965
H58 4.372 2.104 -2.254
C20 -11.860 -1.632 4.237
O11 -10.742 -1.536 4.718
N14 -12.189 -2.624 3.357
N15 -12.858 -0.755 4.546
H59 -13.098 -2.723 2.948
H60 -11.471 -3.283 3.118
H61 -12.637 -0.017 5.188
H62 -13.784 -0.811 4.166
C21 -1.884 2.189 5.050
O12 -2.656 1.645 5.823
N16 -1.891 1.974 3.709
N17 -0.929 3.077 5.490
H63 -1.253 2.409 3.068
H64 -2.559 1.319 3.339
H65 -0.890 3.256 6.474
H66 -0.277 3.531 4.880
C22 6.190 10.640 -3.310
O13 5.337 9.874 -2.900
N18 6.015 11.996 -3.306
N19 7.386 10.198 -3.806
H67 6.702 12.645 -3.638
H68 5.146 12.344 -2.947
H69 7.542 9.207 -3.812
H70 8.103 10.807 -4.149

Here are the Löwdin charges for atoms 1 to 2, given in e: -0.12 -0.22

Entry 2:
Entry from OMol25: a molecular structure, C5H6Br2N2O in a non-equilibrium geometry (ωB97M-V with the def2-TZVPD basis set).

As for the energy above the lowest of the compared OMol25 structures with the same formula, charge and spin: 89.57 kcal/mol. The HOMO energy (alpha / beta) is -7.3 / -8.5 eV. The LUMO energy (alpha / beta) comes out at -1.81 / -0.54 eV. The value obtained for the total energy is -5526.71684 Eh.

CARTESIAN COORDINATES (ANGSTROEM)
C1 3.448 0.112 -1.388
C2 -0.638 -1.507 0.681
C3 -2.530 -0.220 0.336
C4 -0.406 0.842 -0.220
C5 3.305 0.072 -0.017
N1 3.463 -0.079 -2.528
N2 -1.101 -0.294 0.482
O1 -0.958 -2.579 1.018
Br1 1.963 -1.202 0.691
Br2 3.345 1.685 0.982
H1 -3.018 0.434 0.965
H2 -2.900 0.248 -0.698
H3 -3.120 -1.047 0.597
H4 -1.079 1.500 -0.719
H5 -0.117 1.436 0.642
H6 0.343 0.600 -0.823

Here are the Löwdin charges for atoms 1 to 2, given in e: -0.47 -0.44

Entry 3:
Entry from OMol25: a single C5H11N molecule in a non-equilibrium geometry (ωB97M-V with the def2-TZVPD basis set).

As for the energy above the lowest of the compared OMol25 structures with the same formula, charge and spin: 53.71 kcal/mol. The HOMO energy is -9.2 eV. The LUMO energy comes out at 1.26 eV. The value obtained for the total energy is -251.77694 Eh.

CARTESIAN COORDINATES (ANGSTROEM)
C1 -1.365 1.608 -1.332
C2 -0.669 1.059 -0.090
C3 -0.355 -0.435 -0.256
N1 0.182 -0.982 0.950
C4 1.208 -1.973 0.973
C5 1.607 -0.570 1.205
H1 -0.741 1.473 -2.223
H2 -1.584 2.676 -1.235
H3 -2.313 1.085 -1.506
H4 0.256 1.624 0.098
H5 -1.303 1.206 0.795
H6 0.358 -0.567 -1.088
H7 -1.277 -0.977 -0.476
H8 1.200 -2.710 1.770
H9 1.454 -2.365 -0.013
H10 1.190 -0.059 2.049
H11 2.152 -0.095 0.379

Here are the Löwdin charges for atoms 1 to 2, given in e: -0.12 -0.25

Entry 4:
Entry from OMol25: 4 unconnected molecules or ions with the total composition C28H61N5O12S2 (ωB97M-V with the def2-TZVPD basis set).

The HOMO energy is -8.5 eV. The LUMO energy comes out at 0.06 eV. The value obtained for the total energy is -3076.29723 Eh.

CARTESIAN COORDINATES (ANGSTROEM)
C1 4.028 -8.138 0.017
C2 3.960 -7.617 -1.427
N1 2.922 -6.629 -1.734
C3 2.948 -5.330 -1.098
C4 4.372 -4.870 -0.757
C5 4.597 -3.370 -0.501
C6 5.751 -3.102 0.439
O1 5.786 -2.189 1.206
O2 6.818 -3.967 0.285
C7 1.970 -5.271 0.127
O3 2.548 -4.477 1.211
C8 2.684 -5.105 2.323
N2 2.837 -5.691 3.302
C9 0.576 -4.745 -0.174
S1 -0.516 -4.725 1.268
C10 0.554 -3.326 -0.751
O4 1.737 -3.020 -1.523
S2 2.283 -4.221 -2.411
O5 3.347 -3.695 -3.198
O6 1.167 -4.853 -3.049
H1 3.337 -8.968 0.167
H2 3.846 -7.368 0.767
H3 5.031 -8.523 0.213
H4 3.732 -8.467 -2.074
H5 4.928 -7.256 -1.767
H6 2.014 -7.064 -1.637
H7 4.698 -5.429 0.122
H8 5.025 -5.180 -1.570
H9 4.834 -2.856 -1.434
H10 3.745 -2.883 -0.041
H11 6.960 -4.461 1.100
H12 1.870 -6.293 0.496
H13 0.136 -5.422 -0.907
H14 -1.099 -5.922 1.132
H15 -0.331 -3.193 -1.372
H16 0.513 -2.581 0.044
C11 1.704 -1.143 -5.271
O7 1.230 -0.055 -4.500
C12 1.469 -0.188 -3.105
C13 2.461 0.843 -2.614
N3 3.796 0.557 -3.118
C14 4.785 1.593 -2.850
C15 4.581 2.957 -3.498
O8 4.705 2.949 -4.908
C16 3.525 2.645 -5.625
H17 1.368 -0.981 -6.293
H18 2.797 -1.214 -5.263
H19 1.298 -2.094 -4.912
H20 1.817 -1.192 -2.866
H21 0.513 -0.029 -2.592
H22 2.488 0.816 -1.519
H23 2.090 1.833 -2.915
H24 3.743 0.401 -4.116
H25 5.756 1.214 -3.177
H26 4.850 1.735 -1.765
H27 5.372 3.617 -3.131
H28 3.626 3.412 -3.208
H29 2.633 2.992 -5.096
H30 3.421 1.573 -5.819
H31 3.585 3.157 -6.585
C17 -3.947 -0.081 5.875
O9 -4.792 -0.199 4.751
C18 -5.044 1.024 4.070
C19 -4.428 1.013 2.689
N4 -2.974 1.053 2.766
C20 -2.294 0.858 1.492
C21 -2.456 -0.487 0.793
O10 -1.855 -1.572 1.479
C22 -2.668 -2.178 2.470
H32 -3.928 -1.051 6.368
H33 -2.922 0.193 5.599
H34 -4.326 0.664 6.582
H35 -4.666 1.871 4.651
H36 -6.127 1.135 3.973
H37 -4.774 1.893 2.137
H38 -4.802 0.121 2.166
H39 -2.660 0.345 3.418
H40 -1.225 1.016 1.661
H41 -2.626 1.642 0.802
H42 -1.940 -0.416 -0.169
H43 -3.505 -0.717 0.574
H44 -3.731 -2.113 2.222
H45 -2.501 -1.731 3.453
H46 -2.388 -3.229 2.531
C23 -4.172 8.880 -0.483
O11 -3.168 8.019 0.012
C24 -2.702 8.344 1.316
C25 -3.084 7.270 2.309
N5 -4.522 7.254 2.534
C26 -5.001 6.134 3.333
C27 -4.836 4.732 2.760
O12 -5.623 4.476 1.611
C28 -5.038 4.839 0.376
H47 -4.355 8.598 -1.518
H48 -5.109 8.791 0.077
H49 -3.849 9.926 -0.456
H50 -3.094 9.315 1.632
H51 -1.611 8.416 1.272
H52 -2.580 7.471 3.259
H53 -2.700 6.314 1.925
H54 -4.992 7.243 1.638
H55 -6.067 6.293 3.516
H56 -4.503 6.166 4.307
H57 -5.182 4.025 3.520
H58 -3.786 4.486 2.559
H59 -3.949 4.738 0.403
H60 -5.287 5.863 0.084
H61 -5.434 4.166 -0.385

Here are the Löwdin charges for atoms 1 to 2, given in e: -0.07 -0.24